The following is a quantum chemistry calculation of a cluster of 16 separate species, C95H191N9O19 in total, from the OMol25 dataset.

```
! RIJCOSX wB97M-V def2-TZVPD def2/J DEFGRID3
* xyz 2 1
C -1.644 6.153 3.491
C -3.077 6.120 3.919
C -3.907 4.959 3.208
N -5.386 4.971 3.368
C -5.925 3.676 2.793
C -7.397 3.630 2.756
C -7.915 4.759 1.910
C -7.357 6.085 2.434
C -5.881 6.169 2.637
C -5.746 5.055 4.826
H -1.529 6.364 2.457
H -1.320 5.116 3.638
H -0.929 6.907 3.927
H -3.550 7.032 3.563
H -3.071 6.084 5.031
H -3.553 4.014 3.512
H -3.725 4.896 2.151
H -5.395 3.708 1.770
H -5.478 2.785 3.209
H -7.651 2.684 2.268
H -7.836 3.461 3.745
H -7.700 4.523 0.941
H -9.008 4.696 1.903
H -7.534 6.909 1.758
H -7.864 6.333 3.327
H -5.377 6.106 1.670
H -5.686 7.062 3.172
H -6.750 4.546 5.030
H -5.865 6.143 5.017
H -4.940 4.556 5.396
C 4.179 -4.688 -8.008
C 4.455 -3.472 -7.232
C 5.464 -3.781 -6.199
N 5.709 -2.828 -5.103
C 4.314 -2.587 -4.396
C 4.497 -1.807 -3.155
C 5.431 -2.546 -2.214
C 6.847 -2.688 -2.838
C 6.765 -3.383 -4.188
C 6.175 -1.493 -5.658
H 5.078 -5.301 -8.147
H 3.668 -4.571 -8.981
H 3.490 -5.251 -7.451
H 3.483 -3.169 -6.726
H 4.867 -2.614 -7.809
H 6.439 -4.056 -6.646
H 5.167 -4.717 -5.669
H 3.811 -3.541 -4.266
H 3.735 -2.095 -5.161
H 3.489 -1.684 -2.794
H 4.905 -0.849 -3.421
H 5.007 -3.537 -1.976
H 5.491 -2.016 -1.323
H 7.515 -3.239 -2.137
H 7.204 -1.667 -2.853
H 6.529 -4.447 -3.993
H 7.672 -3.336 -4.778
H 6.377 -0.786 -4.871
H 5.366 -1.141 -6.266
H 7.037 -1.803 -6.228
C -4.123 -1.205 -0.896
C -3.954 -1.121 -2.438
C -5.324 -1.299 -3.077
N -5.257 -1.809 -4.465
C -6.650 -2.157 -4.956
C -7.512 -0.917 -5.023
C -6.955 0.029 -6.042
C -5.483 0.350 -5.689
C -4.595 -0.859 -5.468
C -4.553 -3.072 -4.301
H -3.139 -1.055 -0.470
H -4.615 -2.100 -0.621
H -4.701 -0.330 -0.618
H -3.235 -1.902 -2.697
H -3.488 -0.202 -2.791
H -5.781 -0.282 -3.006
H -5.983 -1.935 -2.509
H -7.037 -2.956 -4.294
H -6.593 -2.626 -5.931
H -7.500 -0.410 -4.048
H -8.447 -1.298 -5.363
H -7.598 0.927 -6.041
H -7.001 -0.348 -7.030
H -5.442 0.882 -4.691
H -4.916 0.965 -6.398
H -3.630 -0.470 -5.079
H -4.352 -1.603 -6.286
H -3.469 -2.877 -4.161
H -4.664 -3.610 -5.205
H -5.009 -3.636 -3.504
C -0.413 -0.536 7.884
C -0.188 0.624 6.925
C 0.932 1.505 7.403
N 1.234 2.631 6.428
C 1.417 2.215 5.060
C 1.925 3.311 4.068
C 3.125 4.116 4.556
C 2.988 4.478 6.021
C 2.581 3.215 6.872
C 0.112 3.683 6.518
H -0.715 -0.087 8.884
H 0.454 -1.210 7.930
H -1.217 -1.198 7.472
H -1.096 1.237 6.783
H 0.085 0.233 5.990
H 1.872 1.002 7.489
H 0.655 1.972 8.365
H 2.127 1.340 5.136
H 0.497 1.766 4.646
H 2.158 2.906 3.039
H 1.125 3.991 3.912
H 4.073 3.494 4.458
H 3.309 5.021 3.931
H 3.935 4.813 6.510
H 2.254 5.240 6.305
H 3.299 2.361 6.661
H 2.546 3.375 7.987
H 0.069 3.942 7.577
H -0.824 3.277 6.149
H 0.409 4.417 5.828
C 7.790 5.886 0.778
C 7.738 4.620 -0.068
C 7.627 3.302 0.778
C 6.271 3.175 1.477
C 5.108 3.197 0.434
C 5.101 4.350 -0.550
N 6.512 4.796 -0.937
O 6.585 5.364 -1.985
C 4.328 5.524 0.132
C 4.268 4.009 -1.735
C 8.977 4.488 -0.927
H 8.819 5.956 1.139
H 7.011 5.893 1.596
H 7.626 6.747 0.159
H 8.392 3.502 1.485
H 7.731 2.436 0.163
H 6.180 3.959 2.237
H 6.325 2.230 1.971
H 4.130 3.288 0.874
H 5.190 2.268 -0.177
H 3.389 5.147 0.380
H 4.026 6.399 -0.518
H 4.830 5.973 1.003
H 4.809 3.230 -2.305
H 3.840 4.918 -2.242
H 3.455 3.461 -1.218
H 9.739 4.064 -0.311
H 9.330 5.448 -1.364
H 8.846 3.790 -1.672
C -2.214 -2.010 4.666
C -3.479 -2.542 4.015
C -3.672 -4.026 4.199
C -3.957 -4.359 5.652
C -5.195 -3.670 6.215
C -5.114 -2.100 6.091
N -4.696 -1.805 4.659
O -5.398 -1.017 3.968
C -4.124 -1.500 7.157
C -6.528 -1.551 6.284
C -3.501 -2.276 2.487
H -1.343 -2.134 4.039
H -1.850 -2.669 5.511
H -2.233 -0.987 5.040
H -2.717 -4.398 3.857
H -4.480 -4.338 3.479
H -3.143 -4.148 6.345
H -4.072 -5.423 5.696
H -5.271 -3.821 7.306
H -6.148 -4.017 5.779
H -4.612 -1.457 8.084
H -3.850 -0.477 6.846
H -3.251 -2.190 7.358
H -7.297 -1.873 5.518
H -6.451 -0.473 6.356
H -6.833 -1.968 7.243
H -2.947 -3.125 1.995
H -2.970 -1.423 2.138
H -4.453 -2.252 2.033
C -1.794 2.100 -2.808
C -1.185 2.673 -4.121
C -0.777 4.178 -4.018
C -0.320 4.723 -5.334
C 0.605 3.731 -6.108
C 1.080 2.444 -5.383
N 0.082 2.042 -4.309
O 0.464 1.198 -3.547
C 2.410 2.711 -4.664
C 1.111 1.251 -6.383
C -2.206 2.380 -5.325
H -1.173 2.486 -2.021
H -1.643 1.015 -2.835
H -2.796 2.517 -2.753
H -0.132 4.370 -3.178
H -1.756 4.666 -3.710
H 0.197 5.630 -5.070
H -1.172 4.958 -6.022
H 1.549 4.086 -6.499
H 0.055 3.394 -6.986
H 2.285 3.752 -4.353
H 3.099 2.318 -5.455
H 2.603 2.047 -3.775
H 1.502 0.291 -5.972
H 1.680 1.538 -7.242
H 0.043 1.055 -6.652
H -1.778 2.696 -6.317
H -3.073 3.039 -5.110
H -2.472 1.329 -5.355
C -2.187 -5.944 -0.931
C -0.960 -6.327 -1.683
C 0.050 -5.130 -1.768
C 1.437 -5.532 -2.159
C 1.949 -6.475 -1.152
C 1.135 -7.769 -1.068
N -0.428 -7.502 -1.051
O -1.100 -8.437 -0.712
C 1.535 -8.603 0.093
C 1.196 -8.582 -2.413
C -1.289 -6.760 -3.133
H -3.076 -6.613 -1.135
H -2.471 -4.872 -1.085
H -2.003 -5.956 0.111
H 0.017 -4.756 -0.774
H -0.426 -4.590 -2.533
H 1.935 -4.565 -2.361
H 1.472 -6.053 -3.141
H 2.086 -5.904 -0.147
H 2.985 -6.848 -1.362
H 2.388 -9.083 -0.224
H 0.773 -9.322 0.441
H 1.877 -7.944 0.925
H 0.947 -8.065 -3.360
H 0.612 -9.511 -2.313
H 2.220 -8.898 -2.617
H -1.549 -7.787 -3.222
H -0.543 -6.467 -3.812
H -2.205 -6.163 -3.397
C -0.524 0.258 0.328
C 0.616 -0.833 0.384
C 1.268 -0.906 -1.042
C 2.363 0.085 -1.244
C 3.524 -0.277 -0.337
C 3.152 -0.603 1.107
N 1.695 -0.329 1.367
O 1.351 0.440 2.103
C 4.026 0.115 2.111
C 3.409 -2.105 1.387
C 0.029 -2.184 0.751
H -0.160 1.321 0.082
H -1.012 0.356 1.315
H -1.053 0.035 -0.601
H 0.510 -0.765 -1.818
H 1.623 -1.965 -1.200
H 1.965 1.069 -1.151
H 2.643 0.012 -2.301
H 4.204 0.572 -0.503
H 3.964 -1.191 -0.639
H 3.774 1.212 2.063
H 5.074 -0.042 1.954
H 3.718 -0.299 3.121
H 4.399 -2.324 1.665
H 3.215 -2.681 0.529
H 2.746 -2.422 2.237
H -0.752 -2.496 0.076
H -0.381 -2.135 1.766
H 0.734 -3.024 0.713
C -7.598 0.947 -1.514
C -6.199 1.718 -1.552
O -5.941 2.486 -0.638
O -5.562 1.509 -2.627
H -7.802 0.031 -2.095
H -8.372 1.697 -1.835
H -7.847 0.687 -0.441
C -2.100 1.482 3.886
C -2.946 1.997 5.045
O -2.884 3.249 5.380
O -3.434 1.147 5.777
H -2.716 0.979 3.155
H -1.422 0.744 4.255
H -1.471 2.207 3.393
C -1.071 -6.921 2.956
C -0.712 -5.803 1.949
O -1.224 -4.670 2.159
O 0.017 -6.080 1.010
H -1.898 -7.538 2.538
H -1.429 -6.611 3.948
H -0.229 -7.560 3.181
C -0.040 3.991 0.018
C 1.119 3.162 -0.513
O 1.199 3.012 -1.778
O 1.888 2.621 0.279
H -1.011 3.567 -0.250
H -0.118 5.008 -0.474
H -0.002 4.055 1.107
C 1.880 -2.701 5.605
C 2.039 -1.343 4.966
O 2.882 -0.550 5.399
O 1.198 -1.119 3.986
H 2.542 -2.921 6.468
H 2.126 -3.466 4.844
H 0.841 -2.809 5.940
C 0.960 -1.822 -4.443
C -0.593 -1.672 -4.538
O -1.344 -2.630 -4.209
O -0.998 -0.545 -4.937
H 1.383 -1.821 -5.422
H 1.174 -2.831 -4.123
H 1.424 -1.012 -3.860
C 8.293 1.536 -3.971
C 7.010 1.580 -3.225
O 6.707 2.598 -2.560
O 6.320 0.582 -3.308
H 8.644 0.564 -4.220
H 9.039 2.094 -3.368
H 8.223 2.108 -4.920
*
```

Values from the calculation:
total energy = -153897.7027 eV
LUMO energy = -5.3 eV